DFT (ωB97M-V with the def2-TZVPD basis set) results for a 12-piece molecular cluster, C56H124O30S2 overall.

Summary:
- E_LUMO (eV) = 0.5
- HOMO level (eV) = -9.3157
- structure (SMILES) = O=S1(=O)OCCO1.O=S1(=O)OCCO1.COCCOCCOC.COCCOCCOC.COCCOCCOC.COCCOCCOC.COCCOCCOC.COCCOCCOC.C1CCOC1.C1CCOC1.C1CCOC1.C1CCOC1
- spin multiplicity = 1
- HOMO-LUMO gap (eV) = 9.83

```
212
Properties=species:S:1:pos:R:3:forces:R:3
C 7.845003 0.363258 -0.640244 -0.454 -0.844 -0.520
C 6.541739 -0.475822 -0.461715 0.737 0.322 0.280
C 6.264341 -0.247411 1.066298 -1.557 0.900 -1.814
O 6.778030 1.043287 1.408081 -0.217 -0.486 -0.651
C 7.720379 1.448623 0.411599 1.400 0.379 0.984
H 7.970594 0.723900 -1.667320 -0.293 0.255 0.231
H 8.722585 -0.238922 -0.484251 0.381 -0.371 0.408
H 6.607415 -1.545400 -0.732317 0.341 0.443 0.301
H 5.830063 -0.057920 -1.183028 -0.370 0.088 0.865
H 6.701109 -0.989176 1.680743 0.723 -0.947 0.558
H 5.177503 -0.258675 1.250266 0.292 0.122 0.141
H 8.708570 1.576342 0.959751 -1.013 0.179 -0.805
H 7.403061 2.404864 -0.015089 0.016 -0.018 0.108
C 5.034242 3.152751 -3.495415 0.619 0.153 -0.055
C 4.935976 1.648951 -3.766949 0.039 -1.148 -2.756
C 3.966409 1.069566 -2.755987 -1.038 -0.172 -0.651
O 3.912545 2.038939 -1.726574 0.168 0.855 0.703
C 4.078386 3.351436 -2.320425 0.244 -0.553 -0.338
H 4.806636 3.777986 -4.379640 0.048 -0.280 0.523
H 6.060601 3.427475 -3.119276 -0.894 -0.318 -0.634
H 5.920865 1.156025 -3.745275 -0.217 0.217 0.514
H 4.581905 1.352140 -4.813419 0.274 0.852 1.265
H 4.359622 0.120572 -2.414469 -0.062 -0.076 0.656
H 2.916217 0.813118 -3.151169 1.422 0.779 0.280
H 4.550440 4.090871 -1.691748 -0.019 -0.304 1.098
H 3.117628 3.773463 -2.564584 -0.570 -0.061 -0.465
C -5.459304 0.468202 1.512975 -0.729 0.672 -0.275
C -4.714522 1.704558 1.033636 0.319 0.974 -0.897
C -3.242523 1.240794 0.956899 0.715 1.309 0.356
O -3.280726 -0.171315 1.053802 -0.354 -0.258 1.095
C -4.373855 -0.449515 1.995547 0.717 1.232 -1.658
H -5.950891 0.036309 0.658424 -0.190 -0.478 -0.344
H -6.254993 0.690939 2.227064 0.255 -0.020 0.184
H -4.822758 2.526683 1.732941 0.058 0.171 0.147
H -5.030869 2.106930 0.033163 -0.043 -0.637 0.878
H -2.639056 1.786563 1.794053 -0.701 -1.304 -1.162
H -2.763557 1.497428 -0.013515 -0.218 -0.196 0.602
H -4.046599 -0.250568 2.985451 0.303 0.146 1.096
H -4.693147 -1.436909 1.870045 -0.008 -1.742 -0.005
C 1.890273 -4.848609 -0.864723 3.119 -0.365 -0.300
C 3.038804 -4.815014 0.258544 -0.597 -0.288 -1.490
C 3.521234 -6.342401 0.295927 -2.394 1.985 0.543
O 2.596752 -7.009066 -0.519419 0.083 -1.520 0.944
C 2.201402 -6.176750 -1.567353 -0.107 0.432 0.645
H 1.874224 -3.998496 -1.527848 0.379 0.301 -0.248
H 0.976701 -4.863279 -0.401455 -2.376 -0.369 1.185
H 2.544319 -4.397936 1.162921 0.991 -0.471 -0.468
H 3.887043 -4.225882 -0.147826 -0.535 0.116 0.735
H 3.483747 -6.756854 1.296802 0.143 -0.202 0.043
H 4.471364 -6.405613 -0.141846 1.705 -0.119 -0.429
H 1.257953 -6.695765 -1.882573 1.214 0.696 -1.022
H 3.142009 -6.023863 -2.196216 -1.639 -0.337 -0.346
C -0.899553 8.403157 -5.692733 0.208 0.697 0.659
O -0.802378 7.016629 -5.809290 0.176 0.325 0.298
C 0.261578 6.696266 -6.632788 0.767 -2.760 -0.761
C 0.504280 5.185652 -6.520420 -1.131 -0.726 0.802
O 1.232470 4.857573 -5.310027 -0.924 0.725 -1.197
C 1.093914 3.494756 -5.049284 2.039 -0.286 1.446
C 1.982675 2.681244 -5.936298 1.296 -0.483 -0.327
O 2.312157 1.378354 -5.475132 -1.508 -0.652 -0.075
C 1.154295 0.508178 -5.415367 0.112 0.935 1.353
H -1.659440 8.627997 -4.956935 -0.201 0.033 0.151
H -1.173584 8.857969 -6.628327 -0.252 0.271 -0.648
H 0.045284 8.889347 -5.372526 -0.255 -0.407 -0.010
H 1.211035 7.134076 -6.359577 0.197 0.809 0.189
H 0.052330 6.843603 -7.699183 -0.102 0.587 0.016
H 0.988395 4.713061 -7.397978 -0.033 0.650 0.267
H -0.507526 4.698494 -6.402807 0.740 0.434 -0.320
H 0.122932 3.097129 -5.017361 -1.867 0.068 -0.455
H 1.452683 3.344013 -4.043172 0.309 0.029 0.620
H 2.967931 3.146355 -6.043292 -0.221 0.334 0.099
H 1.548835 2.646029 -6.916332 -0.265 -0.355 -0.897
H 1.499630 -0.505536 -5.151145 -0.205 0.631 0.354
H 0.661967 0.427577 -6.358198 -0.245 0.101 -1.109
H 0.366506 0.952726 -4.710881 1.136 -0.993 -0.507
C 4.709765 3.652427 5.005381 1.539 -0.772 1.147
O 4.201013 3.885384 3.747739 -0.120 0.420 -1.540
C 4.714139 3.037565 2.711202 -0.252 -0.083 1.218
C 3.815055 2.954487 1.525645 -0.813 -0.195 1.430
O 2.564915 2.334528 1.771376 0.025 -0.633 -0.539
C 1.604774 2.567181 0.721609 -0.382 0.806 2.626
C 0.263898 2.171480 1.313474 -0.618 0.252 -1.068
O -0.228929 2.919991 2.366607 -1.014 1.845 1.825
C -0.486573 4.331452 2.233198 0.185 0.344 -1.160
H 5.853535 3.531534 5.117877 -1.360 0.391 -0.698
H 4.317905 2.711382 5.443086 -0.111 0.356 -0.061
H 4.428376 4.510586 5.607214 -0.100 -0.084 0.277
H 4.903106 2.105509 3.200605 0.326 -1.055 -0.123
H 5.635689 3.428927 2.298547 0.560 0.158 0.220
H 4.375368 2.482852 0.746702 0.155 -0.101 -0.925
H 3.565765 3.973698 1.409319 0.027 1.552 -1.246
H 1.670397 1.898042 -0.083798 0.942 -0.659 -1.540
H 1.663474 3.639620 0.434230 -0.145 -0.631 -0.192
H 0.311942 1.164926 1.743408 0.222 0.018 -0.294
H -0.472499 2.151867 0.479692 0.250 -0.031 0.182
H -0.841842 4.825107 3.180234 0.529 -1.117 -0.710
H -1.243024 4.607799 1.437839 0.354 -0.773 0.641
H 0.423342 4.853750 1.877467 -0.186 -0.161 0.482
C 2.291986 -3.860941 3.945294 0.644 -0.326 -0.798
O 3.285263 -3.899346 4.969910 -0.102 -0.238 -0.631
C 4.429721 -3.098991 4.686351 -0.440 0.502 0.268
C 4.099524 -1.614845 4.985246 -0.831 -2.100 -0.347
O 3.403213 -1.026702 3.911745 -1.601 0.933 0.714
C 2.569624 0.084596 4.384649 1.331 1.292 -0.496
C 1.128400 -0.037191 4.820557 0.619 -0.719 0.603
O 0.314246 -0.335000 3.733698 -1.305 -0.280 -0.071
C -1.092602 -0.362335 4.121301 1.072 1.481 -0.387
H 2.779222 -3.903496 2.951541 -0.023 -0.373 0.427
H 1.763188 -2.926335 3.888318 -0.444 0.542 0.481
H 1.580032 -4.696643 4.032855 0.460 0.281 0.214
H 4.844150 -3.273158 3.666073 -0.571 0.259 0.320
H 5.211093 -3.442885 5.367362 -0.103 0.104 0.162
H 4.968852 -1.087211 5.205537 1.879 1.175 0.155
H 3.521221 -1.613655 5.911209 -0.313 -0.096 -0.025
H 2.571701 0.830335 3.574794 -0.036 -0.388 -0.059
H 3.086602 0.637167 5.202819 0.000 -0.637 -0.250
H 0.913014 0.937596 5.276843 -0.207 0.195 -0.258
H 0.964410 -0.759686 5.638204 0.142 -0.163 -0.147
H -1.481236 0.707459 4.137069 0.335 -1.283 0.188
H -1.197428 -0.871239 5.070285 -0.170 0.075 0.360
H -1.610440 -0.930783 3.374547 -0.337 -0.185 -0.503
C -5.204632 -0.745122 -2.736459 -0.967 -0.627 0.619
O -4.278623 -1.471209 -1.973117 -0.485 -0.890 0.218
C -2.958367 -1.089430 -2.056641 1.575 0.778 -0.278
C -2.156265 -1.422080 -3.314922 -0.624 -0.963 -0.524
O -1.922667 -2.840302 -3.333081 0.973 0.571 0.121
C -1.091452 -3.191736 -4.415624 -1.447 -3.087 -0.641
C -0.534896 -4.662929 -4.322214 0.938 0.924 0.780
O -1.331352 -5.789687 -4.050037 -0.395 0.747 0.224
C -2.219044 -6.044645 -5.100638 0.596 -2.687 -0.482
H -6.186245 -1.160758 -2.460277 0.276 -0.047 -0.352
H -5.042523 -0.859150 -3.791904 0.073 -0.050 -0.694
H -5.291150 0.299449 -2.486046 0.520 0.716 0.221
H -2.410043 -1.484030 -1.189901 -0.281 0.019 -0.236
H -2.887509 -0.015039 -1.981755 0.016 0.776 0.280
H -1.179593 -0.903072 -3.331744 -0.508 0.029 0.185
H -2.712745 -1.162829 -4.253091 0.288 0.049 0.578
H -0.180856 -2.671399 -4.595109 0.618 1.217 0.417
H -1.700283 -3.143027 -5.312687 -0.156 0.343 -0.538
H 0.172989 -4.616437 -3.496575 0.123 -0.166 0.184
H 0.089269 -4.811437 -5.227253 -0.399 -0.022 0.052
H -2.949546 -6.867833 -4.812560 0.974 1.150 -0.273
H -1.623919 -6.375554 -5.992173 -0.468 -0.096 0.467
H -2.708984 -5.180641 -5.416829 -1.270 1.503 -0.283
C -7.724124 1.631540 -3.711392 -0.650 -1.250 -1.840
O -7.505433 2.220484 -2.472194 0.435 -0.505 1.019
C -7.215723 3.576312 -2.572091 -0.403 2.119 0.240
C -5.772987 4.014476 -2.308386 -0.626 0.279 0.439
O -4.865049 3.242695 -3.020438 0.685 -0.091 -0.281
C -3.571302 3.780900 -2.761004 -1.212 1.355 -0.214
C -2.505479 3.009765 -3.440008 -0.455 -1.865 0.204
O -2.417949 3.193253 -4.826701 0.537 0.497 -0.243
C -3.275584 2.458781 -5.672876 -0.194 0.003 0.819
H -7.626552 0.503282 -3.790124 0.114 1.250 1.009
H -7.056265 2.009541 -4.492349 0.157 0.137 0.182
H -8.750819 1.829494 -4.062839 0.113 0.089 0.103
H -7.824260 4.257983 -1.911412 0.234 -1.190 0.118
H -7.568960 3.954256 -3.530808 0.427 -0.099 -0.524
H -5.472341 3.910210 -1.236004 -0.653 0.318 -0.390
H -5.703403 5.113334 -2.597975 -0.069 -1.015 0.355
H -3.437033 3.897155 -1.651525 0.214 -0.394 -0.746
H -3.587750 4.819191 -3.188454 0.326 -0.535 0.374
H -2.628657 1.909696 -3.209852 0.187 0.864 -0.073
H -1.605682 3.364284 -2.978532 0.955 0.001 -0.096
H -3.127798 1.381558 -5.585102 0.105 -0.160 0.078
H -3.075115 2.780473 -6.667997 0.415 0.129 -0.800
H -4.310920 2.692984 -5.486652 -0.538 -0.020 0.281
C -0.361416 -3.600114 6.047999 -0.692 -0.592 -0.309
O -1.706188 -3.343921 6.426079 0.247 0.073 -0.329
C -2.553705 -3.559294 5.317858 0.051 0.095 -0.932
C -3.907502 -2.955414 5.497602 1.022 -0.405 0.037
O -3.676972 -1.607099 5.683128 -0.721 2.026 0.695
C -4.192881 -1.113073 6.933844 0.674 0.629 -1.080
C -3.247893 -1.405062 8.056289 0.841 -1.792 0.682
O -3.659453 -0.802592 9.243986 -0.891 0.883 0.301
C -2.750457 -0.850224 10.320735 1.200 0.541 -2.512
H 0.335550 -3.353596 6.804676 0.373 0.736 1.050
H -0.098192 -3.113941 5.125416 0.032 0.540 -0.434
H -0.198599 -4.648273 5.881335 -0.120 -0.868 -0.240
H -2.722817 -4.596833 5.112092 0.382 -1.070 -0.133
H -2.141517 -3.092084 4.404345 0.191 -0.215 0.270
H -4.352595 -3.381066 6.369684 -0.696 -0.453 0.628
H -4.512391 -3.166689 4.609617 -0.079 0.071 0.037
H -5.148728 -1.540657 7.068880 -1.233 -0.496 0.485
H -4.329468 -0.038530 6.833256 0.105 0.132 -0.062
H -2.243036 -1.125923 7.743401 0.262 0.437 0.054
H -3.159019 -2.505734 8.237344 -0.151 0.513 -0.295
H -2.521764 -1.836674 10.595896 0.026 -1.657 0.651
H -3.115405 -0.279664 11.117199 -0.732 0.732 1.138
H -1.784604 -0.429593 9.986586 -0.147 0.150 0.185
C 0.721084 -1.977608 0.987582 -0.390 0.311 0.467
C 2.101224 -1.270248 0.908248 -0.059 -0.481 -2.234
O 2.315722 -1.087997 -0.589183 -0.828 -0.403 0.447
S 0.923203 -1.174723 -1.367825 0.255 -0.866 -0.193
O 1.130970 -1.846382 -2.632730 -0.218 0.909 1.322
O 0.254722 0.106973 -1.348578 0.450 -1.258 0.179
O 0.198876 -2.259671 -0.368690 1.433 1.832 -0.122
H 0.001493 -1.303307 1.488621 0.239 -0.779 0.005
H 0.874377 -2.971659 1.449171 -0.647 0.792 -0.093
H 2.847800 -1.980552 1.255349 0.322 0.349 -0.191
H 2.262315 -0.271455 1.294469 -0.499 -0.038 0.567
C -2.274328 -4.432499 -0.594885 -1.551 -0.692 0.554
C -2.912837 -3.416875 0.433977 0.904 -1.204 0.112
O -3.049646 -4.178639 1.689687 -0.401 0.798 -0.684
S -1.842951 -5.144909 1.818690 1.254 0.501 -0.141
O -2.228175 -6.251997 2.596502 -0.495 -0.973 -0.222
O -0.678886 -4.443819 2.268800 0.083 0.273 -0.281
O -1.682394 -5.441767 0.258882 0.421 -0.393 0.668
H -1.552426 -3.912515 -1.183283 0.725 0.081 -0.291
H -2.923401 -5.051069 -1.282813 0.230 1.224 0.842
H -3.903490 -3.114272 0.230443 -0.843 0.522 -0.584
H -2.231313 -2.574010 0.596611 -0.300 -0.178 0.069
```
Forces are in eV/Å.

These are the Mulliken partial charges, in e, on atoms 1 to 4: -0.81, 0.47, 0.19, -0.37